(1)
A cluster of 6 separate species, C21H41N4O20P in total. Source: the Open Molecules 2025 dataset; level of theory: ωB97M-V/def2-TZVPD.

XYZ file:
```
87
Properties=species:S:1:pos:R:3:forces:R:3
N 3.302 2.051 0.340 0.3 -0.1 0.4
P 4.188 0.793 0.311 0.2 -0.2 -0.4
O 5.075 0.640 -1.015 -0.2 0.4 0.1
O 5.290 0.530 1.426 -0.3 -0.1 0.3
C 3.236 -0.743 0.218 -0.4 -0.3 0.1
C 1.925 -0.926 0.486 0.3 -0.1 -0.1
C 0.941 0.118 0.919 0.1 0.1 0.0
C -0.587 -0.165 1.015 -0.1 -0.2 -0.2
N -0.916 -1.030 2.138 0.1 -0.1 0.1
N -1.176 -0.792 -0.157 0.0 0.2 -0.3
N -1.211 1.152 1.191 0.2 0.1 -0.2
C 1.647 -2.396 0.221 0.3 0.3 -0.1
O 0.644 -3.020 0.334 -0.3 -0.3 0.1
O 2.798 -2.993 -0.219 -0.1 0.1 0.2
C 3.826 -2.067 -0.171 -0.2 0.2 0.2
O 4.945 -2.402 -0.363 0.2 0.2 -0.2
H 3.488 2.689 1.108 -0.1 0.0 -0.2
H 5.011 1.470 -1.515 0.0 -0.2 0.1
H 4.988 0.171 2.284 0.2 0.1 -0.2
H 1.258 0.477 1.911 0.0 0.0 -0.2
H 1.119 0.961 0.237 -0.1 -0.1 0.2
H -0.266 -0.950 2.910 -0.1 0.1 -0.1
H -1.025 -2.004 1.885 0.0 0.1 0.0
H -1.033 -0.235 -0.994 0.0 0.0 0.1
H -0.832 -1.730 -0.315 0.0 0.1 0.1
H -1.854 1.348 0.430 -0.1 -0.1 0.2
H -0.523 1.897 1.176 -0.1 -0.1 0.0
C -7.389 -1.992 -3.035 0.0 0.0 0.0
O -6.078 -2.533 -2.847 0.0 0.0 0.1
C -5.656 -2.514 -1.578 0.1 0.0 0.0
O -6.282 -2.089 -0.640 0.0 0.0 -0.1
O -4.438 -3.046 -1.535 -0.1 0.1 -0.1
C -3.845 -3.078 -0.227 0.1 -0.1 0.1
H -7.584 -2.076 -4.100 0.0 0.0 0.0
H -8.123 -2.559 -2.466 0.0 0.0 0.0
H -7.422 -0.950 -2.722 0.0 0.0 0.0
H -4.447 -3.678 0.452 0.0 0.1 0.0
H -3.723 -2.073 0.168 0.0 0.0 0.0
H -2.872 -3.540 -0.368 0.0 0.0 0.0
C 6.423 -1.334 6.575 0.0 0.0 0.0
O 7.057 -2.053 5.510 -0.1 0.1 -0.1
C 6.599 -1.768 4.296 0.0 0.0 0.1
O 5.715 -0.972 4.050 0.1 0.0 0.0
O 7.253 -2.493 3.400 -0.2 0.3 0.1
C 6.818 -2.202 2.063 0.0 -0.4 -0.2
H 6.908 -1.680 7.482 0.0 0.0 0.0
H 6.566 -0.262 6.451 0.0 0.0 0.0
H 5.358 -1.555 6.605 0.0 0.0 0.0
H 7.004 -1.163 1.828 0.0 0.1 -0.1
H 5.757 -2.422 1.972 0.1 0.0 0.0
H 7.384 -2.853 1.406 0.0 0.0 0.0
C -4.421 4.399 -2.031 0.0 0.0 0.0
O -3.411 5.390 -2.261 0.1 0.0 0.0
C -2.232 5.108 -1.704 0.0 -0.1 0.0
O -1.975 4.123 -1.061 0.0 0.0 0.0
O -1.385 6.098 -1.986 0.0 0.0 0.0
C -0.055 5.892 -1.489 0.0 0.0 0.0
H -5.306 4.770 -2.539 0.0 0.0 0.0
H -4.116 3.440 -2.446 0.0 0.0 0.0
H -4.610 4.286 -0.966 0.0 0.0 0.0
H 0.375 4.989 -1.921 0.0 0.0 0.0
H -0.062 5.813 -0.404 0.0 0.0 0.0
H 0.505 6.769 -1.801 0.0 0.0 0.0
C -5.183 -3.637 4.023 0.0 0.0 0.0
O -4.069 -3.500 3.134 0.1 -0.1 0.0
C -3.037 -4.293 3.413 0.0 0.0 0.1
O -2.976 -5.088 4.316 0.0 0.1 -0.1
O -2.077 -4.059 2.515 0.0 0.0 0.0
C -0.898 -4.859 2.666 0.1 0.0 -0.1
H -5.924 -2.932 3.662 0.0 0.0 0.0
H -5.573 -4.653 3.992 0.0 0.0 0.0
H -4.889 -3.395 5.043 0.0 0.0 0.0
H -1.133 -5.917 2.558 0.0 0.0 0.0
H -0.435 -4.688 3.637 0.0 0.0 0.0
H -0.242 -4.536 1.865 0.0 -0.1 0.0
C -0.997 5.623 -5.338 0.0 0.1 0.0
O -0.046 5.059 -6.249 0.0 -0.1 0.0
C 0.662 4.054 -5.738 0.0 0.0 0.0
O 0.574 3.627 -4.613 0.0 0.0 -0.1
O 1.493 3.600 -6.677 -0.1 0.0 0.0
C 2.321 2.510 -6.258 0.0 0.0 0.0
H -1.480 6.432 -5.877 0.0 0.0 0.0
H -1.731 4.876 -5.040 0.0 0.0 0.0
H -0.497 6.007 -4.452 0.0 0.0 0.0
H 1.711 1.659 -5.963 0.0 0.0 0.0
H 2.951 2.810 -5.422 0.0 0.0 0.0
H 2.928 2.262 -7.123 0.0 0.0 0.0
```
Positions in Å, forces in eV/Å.

Summary:
LUMO level = -1.34 eV
SMILES = N=P(O)(O)C1=C(CC(N)(N)N)C(=O)OC1=O.COC(=O)OC.COC(=O)OC.COC(=O)OC.COC(=O)OC.COC(=O)OC
HOMO = -9.0 eV
Multiplicity = 1

---

(2)
A structure of composition C21H42AsF6O21Rb. Source: the Open Molecules 2025 dataset; level of theory: ωB97M-V/def2-TZVPD.

XYZ file:
```
92
Properties=species:S:1:pos:R:3:forces:R:3
Rb 5.671 -8.508 -19.728 -0.6 0.0 0.1
As 1.899 -6.663 -20.008 0.0 0.9 -0.4
F 1.469 -5.501 -18.811 -0.1 0.1 0.3
F 2.513 -5.396 -21.029 0.2 0.2 0.0
F 2.409 -7.795 -21.204 0.2 -0.4 -0.3
F 1.316 -7.960 -19.042 -0.1 -0.3 0.4
F 0.360 -6.477 -20.731 -0.5 -0.2 -0.3
F 3.476 -6.750 -19.256 0.4 -0.4 0.1
C 0.330 -5.097 -23.588 -0.2 1.1 0.4
O 0.246 -5.106 -25.012 -0.3 -0.3 -0.1
C 0.962 -4.167 -25.609 -0.2 0.1 0.0
O 1.701 -3.397 -25.056 0.3 0.1 -0.1
O 0.697 -4.205 -26.920 0.2 -0.4 0.1
C 1.669 -3.593 -27.752 0.2 0.9 -0.5
H -0.464 -5.718 -23.195 0.2 -0.4 -0.1
H 0.146 -4.078 -23.231 0.0 -0.1 0.0
H 1.322 -5.350 -23.239 0.0 -0.5 0.0
H 2.649 -3.537 -27.284 0.0 -0.3 0.1
H 1.387 -2.564 -27.995 -0.1 -0.1 0.1
H 1.715 -4.146 -28.686 0.0 -0.2 0.1
C 0.882 -2.585 -20.366 0.1 -0.3 0.3
O 2.125 -2.134 -19.811 0.3 0.0 -0.1
C 2.395 -0.843 -19.956 0.0 0.0 0.1
O 1.689 -0.012 -20.463 -0.2 0.1 0.0
O 3.607 -0.621 -19.439 0.1 -0.1 0.1
C 4.023 0.741 -19.364 -0.3 0.3 -0.1
H 0.118 -2.508 -19.593 -0.2 0.2 -0.2
H 1.028 -3.637 -20.581 0.0 0.0 -0.1
H 0.646 -2.021 -21.262 -0.2 0.0 0.0
H 3.593 1.338 -20.167 0.1 -0.2 -0.1
H 5.105 0.731 -19.424 0.0 0.0 0.1
H 3.675 1.179 -18.426 0.2 -0.1 0.1
C 7.018 -7.939 -14.905 0.5 -0.2 -0.2
O 5.614 -8.028 -14.695 -0.1 0.0 -0.1
C 4.844 -8.051 -15.782 0.1 -0.1 0.3
O 5.256 -8.045 -16.921 0.1 0.0 -0.4
O 3.589 -8.105 -15.403 -0.2 0.2 0.2
C 2.597 -7.892 -16.433 0.5 0.3 -0.4
H 7.497 -8.353 -14.023 -0.1 0.1 0.1
H 7.337 -6.908 -15.057 -0.2 0.1 0.1
H 7.347 -8.514 -15.769 -0.2 -0.1 0.0
H 1.636 -7.845 -15.941 0.0 -0.3 0.1
H 2.683 -8.669 -17.187 -0.3 -0.2 0.1
H 2.787 -6.949 -16.943 0.0 0.0 0.1
C 3.548 -11.538 -17.249 -0.1 -0.1 -0.1
O 2.305 -11.551 -17.951 -0.1 0.1 0.2
C 2.291 -10.968 -19.149 -0.1 0.3 0.0
O 3.240 -10.459 -19.699 0.5 0.0 0.0
O 1.065 -11.022 -19.613 -0.2 -0.5 0.1
C 0.833 -10.576 -20.946 -0.5 0.1 -0.5
H 4.120 -12.416 -17.547 0.2 0.1 0.0
H 3.310 -11.609 -16.192 -0.1 0.0 0.0
H 4.080 -10.610 -17.445 0.2 -0.1 0.0
H 1.584 -10.957 -21.636 0.2 0.2 0.1
H 0.742 -9.495 -20.973 0.3 0.0 0.0
H -0.126 -10.992 -21.253 0.0 -0.1 0.3
C 4.435 -5.708 -23.532 0.3 -0.2 0.6
O 4.535 -6.029 -24.911 -0.4 0.1 -0.5
C 5.752 -6.238 -25.392 -0.2 -0.1 0.3
O 6.769 -6.212 -24.753 0.3 -0.1 0.0
O 5.644 -6.488 -26.695 -0.2 0.2 0.1
C 6.857 -6.749 -27.381 0.5 0.0 -0.2
H 3.500 -5.195 -23.366 -0.1 0.1 -0.2
H 5.273 -5.088 -23.219 0.0 0.0 0.0
H 4.430 -6.631 -22.946 0.0 0.1 0.0
H 7.097 -7.811 -27.328 -0.1 0.0 -0.1
H 7.698 -6.192 -26.971 -0.2 0.1 0.1
H 6.696 -6.431 -28.406 0.0 -0.2 -0.1
C -4.268 -8.740 -14.918 -0.4 0.1 -0.5
O -3.139 -7.874 -14.922 0.4 -0.1 0.4
C -2.755 -7.425 -16.120 -0.5 -0.2 0.0
O -3.324 -7.659 -17.154 0.1 0.1 -0.2
O -1.671 -6.686 -15.952 0.4 -0.2 0.0
C -1.158 -6.056 -17.127 -0.2 0.6 -0.5
H -5.177 -8.137 -14.939 0.0 -0.1 0.1
H -4.240 -9.346 -14.020 0.2 0.1 0.1
H -4.259 -9.371 -15.805 0.0 -0.1 0.1
H -0.099 -5.862 -17.005 0.0 -0.1 0.3
H -1.687 -5.109 -17.252 0.1 0.0 -0.1
H -1.294 -6.637 -18.036 -0.1 -0.3 0.2
C 5.553 -4.408 -19.966 0.3 -0.4 -1.6
O 6.437 -3.779 -19.052 -0.3 -0.2 0.7
C 7.725 -4.066 -19.229 -0.3 0.3 0.3
O 8.219 -4.520 -20.219 0.3 -0.4 -0.4
O 8.376 -3.756 -18.104 -0.3 0.1 0.1
C 9.785 -3.708 -18.188 1.0 0.9 -0.2
H 5.706 -5.493 -19.983 -0.1 0.2 0.3
H 5.792 -4.083 -20.985 0.0 0.1 0.1
H 4.505 -4.194 -19.796 0.1 0.3 0.7
H 10.277 -4.666 -18.041 -0.3 -0.2 -0.1
H 10.130 -3.007 -17.425 -0.2 -0.3 0.2
H 10.124 -3.263 -19.126 -0.2 -0.3 -0.1
```
Positions in Å, forces in eV/Å.

Summary:
LUMO level = -0.72 eV
HOMO = -10.4 eV
Multiplicity = 1

---

(3)
A structure of composition C21H42BNO3P2Tc. Source: the Open Molecules 2025 dataset; level of theory: ωB97M-V/def2-TZVPD.

XYZ file:
```
71
Properties=species:S:1:pos:R:3:forces:R:3
Tc -0.151 -0.524 -0.863 1.3 0.0 -1.6
P -2.335 -1.128 -0.348 -0.8 0.1 1.4
P 2.117 -0.026 -1.612 0.7 0.6 0.5
N 0.417 -2.218 -0.562 -0.2 -1.1 -0.1
H -2.286 1.665 -2.021 0.2 0.0 -0.2
C -3.455 -1.689 -1.655 0.0 -0.1 -0.2
H -4.439 -1.876 -1.203 0.2 0.0 -0.2
H -3.064 -2.610 -2.105 -0.1 0.2 0.0
H -3.536 -0.910 -2.425 0.0 -0.2 0.1
C -3.327 0.166 0.453 -0.4 -0.1 0.0
H -4.345 -0.228 0.557 0.0 0.3 0.1
H -3.337 1.073 -0.163 0.0 -0.1 0.2
H -2.891 0.389 1.433 -0.1 -0.1 -0.3
C -2.447 -2.451 0.912 -0.1 -0.1 -0.1
H -3.488 -2.531 1.253 0.2 -0.1 0.0
H -1.796 -2.202 1.760 -0.1 0.0 -0.3
H -2.123 -3.402 0.474 0.0 0.2 0.2
C 2.542 -0.208 -3.372 -0.2 -0.3 -0.2
H 3.600 0.063 -3.496 -0.3 -0.1 0.0
H 1.913 0.460 -3.973 0.1 -0.2 0.2
H 2.383 -1.245 -3.687 0.0 0.2 -0.1
C 2.705 1.679 -1.374 0.3 0.1 0.0
H 3.719 1.736 -1.791 -0.1 0.2 0.1
H 2.701 1.931 -0.310 0.1 0.0 -0.3
H 2.048 2.372 -1.909 0.1 -0.1 0.1
C 3.425 -0.996 -0.795 0.1 0.0 -0.1
H 4.402 -0.585 -1.084 -0.1 -0.2 0.1
H 3.349 -2.042 -1.115 0.0 0.2 0.2
H 3.300 -0.942 0.293 0.0 -0.1 -0.3
C 0.804 -3.420 -0.133 0.2 -0.2 0.5
C 1.061 -5.823 -0.478 0.2 0.1 0.4
C 0.696 -4.579 -0.960 0.0 0.3 0.0
C 1.305 -3.580 1.200 -0.1 0.0 -0.3
C 1.674 -4.831 1.665 0.0 0.0 -0.2
C 1.556 -5.954 0.832 0.0 -0.4 0.0
H 0.960 -6.701 -1.116 0.1 0.2 0.2
H 0.303 -4.436 -1.972 0.2 -0.1 0.3
H 1.365 -2.683 1.824 0.0 -0.3 -0.2
H 2.053 -4.933 2.686 -0.1 0.0 -0.4
H 1.845 -6.944 1.209 -0.1 0.5 -0.2
C -1.400 1.762 -2.682 0.6 -1.0 0.2
O -0.455 0.733 -2.371 -0.8 0.9 -0.2
C -1.824 1.528 -4.132 -0.4 0.3 -0.2
H -1.899 2.473 -4.688 -0.1 -0.2 0.1
H -2.797 1.033 -4.162 0.0 0.0 -0.2
H -1.103 0.887 -4.649 0.0 0.1 0.2
C -0.814 3.147 -2.463 -0.1 0.3 -0.2
H -0.084 3.386 -3.245 -0.1 0.0 0.1
H -0.326 3.255 -1.494 -0.1 -0.2 0.1
H -1.629 3.882 -2.516 0.2 0.0 -0.1
C -0.614 1.560 4.231 0.1 0.1 0.3
C -0.543 1.809 2.736 0.3 0.5 0.1
C -1.730 2.695 2.334 0.0 0.0 -0.2
O -0.629 0.530 2.072 0.4 0.5 -1.0
B 0.029 0.694 0.826 -0.2 0.8 0.5
O 0.785 1.894 0.808 -0.7 -1.1 0.5
C 0.818 2.369 2.157 -0.3 0.0 0.7
C 0.978 3.876 2.124 0.0 0.5 0.2
C 2.008 1.751 2.891 0.1 -0.1 0.2
H -1.597 1.135 4.483 0.3 0.1 -0.1
H -0.514 2.502 4.789 0.0 -0.2 -0.1
H 0.159 0.873 4.583 -0.1 0.0 -0.1
H -2.663 2.246 2.694 0.1 0.0 -0.1
H -1.653 3.694 2.787 0.1 -0.3 -0.1
H -1.792 2.817 1.241 0.0 0.0 0.3
H 0.951 4.308 3.139 -0.1 -0.2 -0.3
H 1.967 4.126 1.708 -0.3 -0.1 0.0
H 0.210 4.368 1.514 0.2 -0.2 0.1
H 1.942 0.652 2.955 0.0 0.4 -0.1
H 2.948 2.018 2.393 -0.2 -0.1 0.0
H 2.049 2.160 3.909 0.1 -0.2 -0.1
```
Positions in Å, forces in eV/Å.

Summary:
LUMO level (alpha / beta) = 0.66 / -0.59 eV
HOMO (alpha / beta) = -6.1 / -7.1 eV
Multiplicity = 4

---

Total energy in a.u., matching the order above: -2890.09269 -5264.70786 -1894.26884